A molecular structure, C46H40N3O3PS2SeSr, computed with the ωB97M-V functional and the def2-TZVPD basis.

Results
Net charge: 0
Frontier orbital gap (eV): 5.614

Cartesian coordinates (Å):
Sr  -0.056  0.119  -0.783
O  -0.279  2.032  0.775
S  0.408  2.439  2.064
C  -0.882  2.455  3.361
C  -2.293  2.297  2.803
C  -2.610  0.832  2.511
C  -3.953  0.551  1.851
S  -3.953  0.573  0.028
O  -2.582  0.155  -0.410
C  -4.122  2.327  -0.285
C  -3.022  3.159  -0.416
C  -3.223  4.505  -0.685
C  -4.512  5.005  -0.828
C  -5.607  4.161  -0.705
C  -5.413  2.812  -0.440
C  0.587  4.215  1.846
C  0.355  4.775  0.602
C  0.584  6.131  0.411
C  1.051  6.914  1.455
C  1.306  6.339  2.693
C  1.085  4.986  2.889
H  -0.763  3.390  3.908
H  -0.617  1.605  3.990
H  -2.405  2.921  1.919
H  -2.997  2.685  3.546
H  -2.597  0.285  3.457
H  -1.819  0.376  1.918
H  -4.758  1.225  2.156
H  -4.268  -0.470  2.073
H  -2.022  2.763  -0.274
H  -2.370  5.166  -0.768
H  -4.662  6.056  -1.037
H  -6.610  4.549  -0.823
H  -6.260  2.139  -0.364
H  0.027  4.139  -0.209
H  0.415  6.573  -0.564
H  1.237  7.969  1.301
H  1.693  6.943  3.503
H  1.317  4.531  3.845
C  1.542  -3.300  -3.953
C  0.402  -3.683  -4.635
C  -0.739  -2.901  -4.540
C  -0.709  -1.768  -3.737
N  0.379  -1.425  -3.040
C  1.482  -2.159  -3.167
C  -1.853  -0.809  -3.662
C  -3.136  -1.143  -4.078
C  -4.119  -0.167  -4.069
C  -3.793  1.114  -3.657
C  -2.497  1.344  -3.223
N  -1.552  0.411  -3.205
H  2.462  -3.865  -4.010
H  0.400  -4.571  -5.253
H  -1.623  -3.157  -5.106
H  2.347  -1.820  -2.613
H  -3.370  -2.148  -4.397
H  -5.126  -0.406  -4.387
H  -4.521  1.913  -3.648
H  -2.208  2.324  -2.864
O  -0.086  -1.066  1.433
C  0.394  -0.475  2.438
C  1.739  -1.035  2.844
C  2.198  -0.719  4.118
C  3.441  -1.136  4.561
C  4.262  -1.848  3.698
C  3.830  -2.150  2.414
C  2.566  -1.762  1.973
P  1.980  -2.158  0.282
C  3.529  -2.737  -0.519
C  3.756  -4.038  -0.959
C  4.901  -4.349  -1.686
C  5.832  -3.363  -1.976
C  5.617  -2.061  -1.537
C  4.473  -1.748  -0.823
C  1.070  -3.732  0.507
C  0.107  -4.085  -0.435
C  -0.598  -5.275  -0.324
C  -0.353  -6.127  0.743
C  0.598  -5.781  1.694
C  1.304  -4.592  1.576
H  1.546  -0.128  4.752
H  3.780  -0.894  5.560
H  5.248  -2.162  4.017
H  4.493  -2.692  1.751
H  3.038  -4.817  -0.734
H  5.067  -5.366  -2.019
H  6.723  -3.606  -2.541
H  6.339  -1.285  -1.756
H  4.309  -0.726  -0.495
H  -0.099  -3.422  -1.270
H  -1.343  -5.533  -1.067
H  -0.904  -7.054  0.837
H  0.789  -6.439  2.533
H  2.039  -4.327  2.326
Se  4.145  2.328  0.696
C  2.943  1.694  -0.469
N  2.154  1.260  -1.215

Atom charges from the Mulliken analysis, given in e for atoms 1 to 6: Sr 0.9315; O 0.2188; S 0.7095; C -1.0798; C -0.4865; C 0.3061

---

A molecular structure, C46H40N8OPbS3, computed with the ωB97M-V functional and the def2-TZVPD basis.

Results
Net charge: +2
Frontier orbital gap (eV): 4.343

Cartesian coordinates (Å):
Pb  -1.171  -1.090  1.174
C  -1.189  -3.253  4.524
N  -2.267  -2.535  3.848
C  -3.279  -3.387  3.263
C  -2.689  -4.279  2.175
N  -2.053  -3.629  0.991
C  -0.878  -4.435  0.623
C  -3.001  -3.453  -0.085
C  -3.132  -4.421  -1.075
C  -4.034  -4.266  -2.114
C  -4.819  -3.124  -2.179
C  -4.684  -2.145  -1.213
C  -3.788  -2.294  -0.153
S  -3.693  -0.951  0.996
C  -2.577  -1.242  4.228
C  -3.878  -0.869  4.603
C  -4.180  0.441  4.887
C  -3.205  1.444  4.794
C  -1.936  1.113  4.397
C  -1.593  -0.227  4.115
S  -0.050  -0.595  3.426
H  -0.742  -2.626  5.290
H  -0.401  -3.568  3.840
H  -1.610  -4.136  5.012
H  -4.075  -2.773  2.849
H  -3.719  -4.062  4.008
H  -3.500  -4.923  1.819
H  -1.939  -4.934  2.618
H  -1.107  -5.501  0.543
H  -0.116  -4.316  1.393
H  -0.484  -4.106  -0.333
H  -2.534  -5.319  -1.031
H  -4.121  -5.036  -2.867
H  -5.530  -2.992  -2.984
H  -5.275  -1.240  -1.272
H  -4.643  -1.626  4.700
H  -5.182  0.697  5.203
H  -3.455  2.467  5.037
H  -1.167  1.868  4.297
C  8.975  8.565  0.112
O  7.569  8.750  0.231
C  6.780  7.664  0.261
C  7.243  6.350  0.190
C  6.331  5.308  0.230
C  4.966  5.546  0.341
C  4.515  6.871  0.413
C  5.407  7.915  0.374
C  3.986  4.469  0.388
N  2.680  4.632  0.498
C  2.165  3.373  0.512
C  3.156  2.421  0.410
N  4.323  3.140  0.328
C  2.887  1.026  0.385
C  3.863  0.022  0.275
C  3.489  -1.295  0.256
C  2.131  -1.603  0.341
N  1.193  -0.679  0.431
C  1.533  0.627  0.471
C  0.478  1.624  0.604
N  -0.810  1.219  0.727
C  -1.778  2.110  0.849
C  -1.539  3.487  0.851
C  -0.247  3.928  0.739
C  0.793  2.992  0.619
H  9.404  9.562  0.101
H  9.222  8.051  -0.819
H  9.368  8.008  0.965
H  8.296  6.133  0.105
H  6.724  4.299  0.175
H  3.456  7.062  0.500
H  5.073  8.941  0.427
H  5.259  2.781  0.255
H  4.910  0.288  0.211
H  4.219  -2.087  0.178
H  1.805  -2.637  0.334
H  -2.784  1.721  0.955
H  -2.368  4.173  0.946
H  0.002  4.980  0.744
S  -1.673  -1.080  -5.815
C  -1.466  -1.114  -4.053
C  -2.203  -0.249  -3.256
C  -2.056  -0.307  -1.884
N  -1.211  -1.145  -1.281
C  -0.451  -1.932  -2.053
C  -0.551  -1.957  -3.425
C  -1.849  -2.838  -6.088
C  -3.099  -3.424  -5.963
C  -3.202  -4.793  -6.159
N  -2.168  -5.574  -6.452
C  -0.983  -4.993  -6.605
C  -0.769  -3.631  -6.446
H  -2.914  0.437  -3.694
H  -2.662  0.314  -1.237
H  0.278  -2.551  -1.554
H  0.083  -2.619  -3.997
H  -3.970  -2.829  -5.727
H  -4.164  -5.284  -6.077
H  -0.161  -5.645  -6.874
H  0.210  -3.204  -6.616

Atom charges from the Mulliken analysis, given in e for atoms 1 to 6: Pb 1.5704; C -1.0440; N 0.4603; C -1.1675; C -1.3045; N 1.9399

---

A molecular structure, C46H42BiBrFIN6O5S2, computed with the ωB97M-V functional and the def2-TZVPD basis.

Results
Net charge: -2
Frontier orbital gap (eV): 5.061

Cartesian coordinates (Å):
Bi  16.882  11.989  14.136
C  20.827  13.575  12.349
C  19.399  13.678  12.846
O  19.053  12.893  13.768
C  18.540  14.611  12.299
C  17.074  14.661  12.506
C  16.357  15.708  11.690
N  16.320  13.919  13.346
N  15.041  14.386  13.573
C  14.465  13.863  14.603
O  14.952  12.907  15.321
C  13.075  14.343  14.896
C  12.623  15.621  14.552
C  11.286  15.926  14.760
C  10.372  14.923  15.094
C  10.798  13.651  15.263
C  12.164  13.357  15.239
H  21.500  13.383  13.210
H  20.954  12.793  11.585
H  21.187  14.503  11.852
H  18.864  15.322  11.562
H  16.936  16.231  10.928
H  15.447  15.250  11.250
H  15.797  16.369  12.396
H  13.371  16.288  14.108
H  10.833  16.913  14.464
H  9.237  15.050  15.179
H  10.110  12.885  15.566
H  12.507  12.293  15.244
Br  21.343  6.038  11.301
C  20.380  6.715  12.835
C  19.026  6.714  12.803
C  18.313  7.336  13.841
C  19.022  8.032  14.820
C  20.407  7.919  14.876
C  21.138  7.195  13.953
N  18.307  8.846  15.697
C  18.786  9.309  16.783
C  18.120  10.455  17.535
C  18.595  10.882  18.807
C  17.906  11.887  19.477
C  16.771  12.399  18.924
C  16.351  11.922  17.695
N  17.008  10.955  17.035
H  18.498  6.221  11.963
H  17.227  7.407  13.781
H  20.958  8.432  15.646
H  22.184  7.125  13.917
H  19.785  9.062  17.230
H  19.347  10.384  19.294
H  18.299  12.354  20.399
H  16.164  13.170  19.468
H  15.479  12.388  17.215
F  12.587  7.297  13.763
C  13.400  8.401  13.790
C  12.925  9.627  13.387
C  13.775  10.713  13.295
C  15.109  10.595  13.733
C  15.524  9.340  14.209
C  14.682  8.252  14.247
H  11.880  9.764  13.024
H  13.389  11.640  12.859
H  16.454  9.266  14.659
H  14.912  7.301  14.684
C  9.077  10.628  12.226
C  10.261  10.643  11.270
C  10.316  9.549  10.396
C  11.271  9.704  9.398
N  12.180  10.631  9.300
C  12.194  11.512  10.332
S  13.547  12.530  10.513
N  11.147  11.613  11.255
H  8.660  9.622  12.392
H  8.243  11.224  11.785
H  9.301  11.133  13.175
H  9.740  8.641  10.515
H  11.371  8.948  8.550
I  21.831  11.659  6.414
C  20.762  11.013  8.124
C  19.368  11.269  8.172
C  18.787  11.099  9.421
C  19.499  10.732  10.523
C  20.808  10.376  10.444
C  21.449  10.560  9.227
C  18.808  10.803  11.901
O  19.347  10.133  12.771
O  17.717  11.477  11.943
H  18.820  11.698  7.371
H  17.714  11.260  9.501
H  21.230  9.961  11.322
H  22.491  10.317  9.162
O  14.064  5.245  8.569
S  14.747  5.734  9.821
C  16.218  6.703  9.544
C  16.078  7.901  10.465
C  14.701  8.404  10.264
C  13.841  7.137  10.471
H  16.163  6.920  8.462
H  17.076  6.017  9.754
H  16.822  8.629  10.292
H  16.234  7.560  11.564
H  14.629  8.835  9.272
H  14.504  9.308  10.908
H  12.884  7.145  9.964
H  13.612  6.969  11.467

Atom charges from the Mulliken analysis, given in e for atoms 1 to 6: Bi 1.9190; C -1.1949; C 1.0922; O -0.8563; C -1.4720; C 1.1987

---

A molecular structure, C46H42BrN6O3S2W, computed with the ωB97M-V functional and the def2-TZVPD basis.

Results
Spin multiplicity: 3
Net charge: +1
⟨S²⟩: 2.04
Frontier orbital gap (spin up / spin down) (eV): 6.046 / 6.830

Cartesian coordinates (Å):
W  0.212  -0.164  -0.627
O  0.668  -0.470  4.837
C  1.208  0.772  4.713
C  1.352  1.620  5.804
C  1.899  2.878  5.643
C  2.342  3.294  4.399
C  2.199  2.458  3.307
C  1.623  1.201  3.446
C  1.334  0.328  2.262
O  0.412  0.959  1.334
N  2.431  0.114  1.339
N  1.899  -0.759  0.304
C  2.283  -0.460  -0.992
C  2.596  -1.660  -1.935
Br  0.215  0.116  -3.345
C  3.871  -2.415  -1.763
C  4.174  -3.400  -0.812
C  3.574  -3.495  0.463
C  3.794  -4.579  1.282
C  4.634  -5.610  0.877
C  5.313  -5.497  -0.333
C  5.114  -4.409  -1.149
H  0.463  -0.645  5.765
H  1.021  1.295  6.781
H  1.983  3.533  6.495
H  2.792  4.268  4.287
H  2.524  2.776  2.328
H  0.893  -0.629  2.606
H  3.232  -0.317  1.800
H  3.019  0.359  -1.084
H  4.590  -2.276  -2.555
H  2.990  -2.662  0.816
H  3.311  -4.620  2.249
H  4.773  -6.476  1.505
H  5.997  -6.274  -0.640
H  5.640  -4.332  -2.089
C  -1.998  3.590  2.123
C  -3.177  2.860  2.099
C  -3.155  1.492  1.929
C  -1.946  0.794  1.756
C  -0.773  1.569  1.728
C  -0.792  2.943  1.918
C  -1.905  -0.671  1.693
C  -2.893  -1.340  2.434
C  -2.973  -2.703  2.454
C  -1.954  -3.445  1.817
C  -1.948  -4.848  1.808
C  -0.884  -5.549  1.295
C  0.240  -4.852  0.859
C  0.238  -3.474  0.830
C  -0.885  -2.725  1.214
N  -0.914  -1.350  1.025
H  -2.017  4.657  2.278
H  -4.124  3.365  2.211
H  -4.088  0.955  1.871
H  0.135  3.496  1.883
H  -3.600  -0.745  2.988
H  -3.762  -3.208  2.987
H  -2.797  -5.362  2.233
H  -0.898  -6.627  1.281
H  1.123  -5.393  0.548
H  1.128  -2.949  0.524
C  -3.917  3.761  -3.657
C  -3.258  2.473  -4.139
N  -3.260  1.429  -3.133
C  -4.197  0.335  -3.238
C  -5.437  0.540  -2.372
C  -2.332  1.463  -2.179
S  -2.264  0.100  -1.085
N  -1.536  2.527  -2.150
C  -0.345  2.624  -1.620
O  0.194  1.659  -0.899
C  0.486  3.771  -1.944
C  1.774  3.869  -1.400
C  2.628  4.865  -1.826
C  2.217  5.774  -2.790
C  0.933  5.699  -3.313
C  0.068  4.711  -2.892
H  -3.821  4.517  -4.430
H  -3.425  4.116  -2.756
H  -4.974  3.611  -3.456
H  -2.216  2.667  -4.407
H  -3.784  2.088  -5.012
H  -3.690  -0.584  -2.926
H  -4.483  0.236  -4.286
H  -5.152  0.663  -1.330
H  -6.085  -0.328  -2.461
H  -5.993  1.416  -2.693
H  2.095  3.146  -0.657
H  3.627  4.933  -1.424
H  2.900  6.534  -3.136
H  0.625  6.407  -4.066
H  -0.924  4.624  -3.302
S  1.366  -4.057  -2.781
C  -0.337  -4.134  -2.539
C  -0.780  -3.052  -1.857
N  0.202  -2.152  -1.531
C  1.388  -2.544  -1.980
H  -0.900  -4.963  -2.909
H  -1.806  -2.839  -1.591
H  2.655  -1.207  -2.940

Atom charges from the Mulliken analysis, given in e for atoms 1 to 6: W 0.9080; O -0.5606; C 0.8258; C -0.7006; C -0.7205; C -0.9938

---

| no. | electronic energy (eV) | strongest force on any atom (eV/Å) |
| --- | --- | --- |
| 1 | -156106.7868 | 0.172 |
| 2 | -100061.3762 | 0.487 |
| 3 | -175931.7448 | 3.423 |
| 4 | -157000.9388 | 4.749 |